This record from the Open Molecules 2025 dataset describes a molecular structure, C17H21GeNO9Sc. The level of theory is ωB97M-V/def2-TZVPD.

The frontier orbital gap comes out at 4.89 eV. The multiplicity is 1. For the highest occupied orbital energy, the calculation gives -2.3652 eV. Its energy above the lowest of the compared OMol25 structures with the same formula, charge and spin is 2.495 eV. As for the charge: -1.

XYZ file:
```
50
Properties=species:S:1:pos:R:3:mulliken_charge:R:1
Sc 0.5428 -0.0798 1.9754 -0.05
O -0.4749 1.5455 4.5415 -0.62
C 0.5812 0.8590 3.8810 0.58
O 0.6245 -0.5089 3.9477 -0.75
C 1.7972 1.6432 3.7067 -0.49
O 2.1854 1.6006 2.2324 -0.46
C 1.7060 2.6827 1.4452 -0.42
C 0.1791 2.7765 1.2098 0.57
O -0.2420 3.8447 0.7813 -0.77
O -0.5033 1.7153 1.4367 -0.41
H -1.2639 1.4500 3.9970 0.28
H 1.6557 2.6942 3.9633 0.44
H 2.7138 1.2462 4.1615 0.22
H 2.0448 3.6393 1.8526 0.41
H 2.1563 2.5646 0.4550 0.23
N 0.2816 -2.6336 2.0744 -0.34
C -0.8947 -2.3646 2.2642 0.01
H 0.6004 -3.5932 2.0904 0.27
O 2.0025 -0.5601 0.3514 -0.75
C 1.1011 -0.4122 -0.5235 1.01
O -0.1214 -0.5221 -0.2507 -0.31
C 1.5144 -0.0445 -1.9193 -0.05
C 0.5489 0.3339 -2.8392 -0.55
C 0.8931 0.7163 -4.1389 -1.04
C 2.2288 0.6929 -4.4509 0.99
O 2.8243 1.0119 -5.6467 -0.51
C 4.2289 0.9094 -5.4222 -0.23
O 4.4377 0.3817 -4.1192 -0.51
C 3.1920 0.3164 -3.5330 0.99
C 2.8748 -0.0547 -2.2550 -1.00
H -0.4829 0.3422 -2.5162 0.51
H 0.1509 1.0264 -4.8612 0.41
H 4.6796 1.9043 -5.4915 0.25
H 4.6620 0.2331 -6.1613 0.23
H 3.6145 -0.3310 -1.5172 0.52
C -2.5161 -2.8384 -0.6333 -1.07
Ge -3.2304 -1.6771 0.7572 0.63
C -3.4000 0.1819 0.2203 -0.99
C -4.9799 -2.3635 1.3246 -1.29
C -2.0752 -1.8190 2.3421 -0.41
H -3.1757 -2.8205 -1.5028 0.37
H -2.4484 -3.8664 -0.2733 0.35
H -1.5296 -2.4861 -0.9285 0.25
H -3.8549 0.2367 -0.7706 0.38
H -2.4260 0.6728 0.1978 0.23
H -4.0412 0.7166 0.9226 0.34
H -5.6911 -2.3165 0.4979 0.35
H -5.3752 -1.7668 2.1480 0.38
H -4.9004 -3.3996 1.6555 0.35
H -2.3950 -1.4796 3.3209 0.49
```

=====

This record from the Open Molecules 2025 dataset describes a single C17H21N3O2 molecule at a distorted geometry. The level of theory is ωB97M-V/def2-TZVPD.

The frontier orbital gap comes out at 9.67 eV. The multiplicity is 1. Its structure (SMILES) is O=C(CCCc1nc(-c2ccccc2)no1)NC1CCCC1. For the highest occupied orbital energy, the calculation gives -9.0557 eV. Its energy above the lowest of the compared OMol25 structures with the same formula, charge and spin is 1.457 eV. As for the charge: 0.

XYZ file:
```
43
Properties=species:S:1:pos:R:3:mulliken_charge:R:1
O 0.7535 3.4030 -0.5248 -0.70
C 1.4409 2.5361 -0.0293 0.48
C 2.0712 1.4220 -0.8538 -0.75
C 0.9810 0.4623 -1.3365 -0.61
C 0.2984 -0.2485 -0.1674 0.08
C -0.6805 -1.2512 -0.6472 0.22
N -0.6275 -1.9600 -1.7296 -0.46
C -1.7670 -2.7193 -1.6663 0.33
C -2.1378 -3.6795 -2.6856 0.31
C -1.3249 -3.8481 -3.8039 -0.32
C -1.6775 -4.7625 -4.7783 -0.60
C -2.8363 -5.5103 -4.6436 -0.36
C -3.6468 -5.3437 -3.5308 -0.56
C -3.3031 -4.4321 -2.5516 -0.48
N -2.4688 -2.4755 -0.5891 -0.48
O -1.7721 -1.5193 0.0830 -0.12
N 1.6803 2.4567 1.2984 -0.16
C 1.1358 3.3903 2.2599 0.05
C 2.2453 4.0610 3.0930 -0.89
C 2.2040 3.3588 4.4483 -0.58
C 0.7117 3.1220 4.6588 -0.66
C 0.2219 2.6765 3.2803 -0.79
H 2.8271 0.8838 -0.2797 0.29
H 2.5465 1.8783 -1.7227 0.34
H 0.2375 1.0309 -1.8964 0.36
H 1.4092 -0.2869 -2.0030 0.35
H 1.0479 -0.7697 0.4380 0.23
H -0.2242 0.4626 0.4756 0.14
H -0.4274 -3.2557 -3.8910 0.48
H -1.0483 -4.8935 -5.6464 0.38
H -3.1094 -6.2240 -5.4071 0.38
H -4.5496 -5.9277 -3.4292 0.39
H -3.9200 -4.2867 -1.6787 0.46
H 2.2623 1.7188 1.6619 0.31
H 0.5853 4.1232 1.6658 0.43
H 3.2139 3.9805 2.6010 0.37
H 2.0173 5.1190 3.2200 0.28
H 2.6511 3.9564 5.2408 0.37
H 2.7310 2.4039 4.4003 0.26
H 0.5053 2.3813 5.4298 0.37
H 0.2295 4.0580 4.9430 0.30
H -0.8279 2.9128 3.1192 0.33
H 0.3412 1.5961 3.1746 0.23
```

=====

This record from the Open Molecules 2025 dataset describes a single C17H21N3O3S molecule at a distorted geometry. The level of theory is ωB97M-V/def2-TZVPD.

The frontier orbital gap comes out at 9.33 eV. The multiplicity is 1. Its structure (SMILES) is CCCCC(=O)Nc1c2c(nn1-c1ccc(C)cc1)CS(=O)(=O)C2. For the highest occupied orbital energy, the calculation gives -8.8520 eV. Its energy above the lowest of the compared OMol25 structures with the same formula, charge and spin is 2.402 eV. As for the charge: 0.

XYZ file:
```
45
Properties=species:S:1:pos:R:3:mulliken_charge:R:1
C -0.9186 -0.9437 4.4197 -1.34
C -0.1333 -0.1638 3.3709 0.27
C -0.7545 1.2072 3.0781 -0.97
C -2.0548 1.1525 2.2636 -0.53
C -1.9128 1.4143 0.7761 0.40
O -2.7432 2.0033 0.1261 -0.62
N -0.7767 0.8878 0.2222 -0.12
C -0.4254 0.9948 -1.1122 -0.48
C -0.6657 1.9782 -2.0487 0.74
C 0.0282 1.5410 -3.2032 -0.12
N 0.6481 0.3999 -2.9897 -1.31
N 0.3531 0.0503 -1.7254 0.83
C 0.8579 -1.1424 -1.1865 0.13
C 0.0999 -1.9241 -0.3213 -0.14
C 0.6380 -3.0862 0.2030 -0.81
C 1.9197 -3.4998 -0.1341 0.88
C 2.5010 -4.7612 0.4241 -1.44
C 2.6528 -2.7249 -1.0288 -0.75
C 2.1350 -1.5578 -1.5510 -0.55
C 0.0176 2.4239 -4.3777 -0.61
S -0.5182 4.0118 -3.5895 1.15
O 0.6486 4.7444 -3.1824 -0.65
O -1.4649 4.6957 -4.4256 -0.65
C -1.3268 3.2910 -2.0958 -0.48
H -0.9599 -0.3881 5.3535 0.35
H -0.4429 -1.9023 4.6124 0.39
H -1.9379 -1.1313 4.0906 0.33
H -0.0643 -0.7690 2.4624 -0.15
H 0.8847 -0.0127 3.7372 0.32
H -0.9636 1.6858 4.0365 0.46
H -0.0283 1.8400 2.5621 0.42
H -2.7704 1.8885 2.6322 0.29
H -2.5259 0.1723 2.3723 0.24
H -0.1597 0.3358 0.8010 0.24
H -0.9178 -1.6499 -0.0864 0.62
H 0.0425 -3.6860 0.8759 0.35
H 2.6158 -5.5020 -0.3667 0.32
H 3.4864 -4.5732 0.8465 0.35
H 1.8613 -5.1793 1.1968 0.34
H 3.6446 -3.0424 -1.3146 0.40
H 2.6958 -0.9566 -2.2482 0.49
H -0.7380 2.1647 -5.1144 0.32
H 0.9890 2.5484 -4.8447 0.40
H -2.3969 3.2405 -2.2773 0.28
H -1.1197 3.9246 -1.2390 0.42
```

=====

This record from the Open Molecules 2025 dataset describes a single C17H21N3OS molecule. The level of theory is ωB97M-V/def2-TZVPD.

The frontier orbital gap comes out at 8.40 eV. The multiplicity is 1. Its structure (SMILES) is Cn1c(-c2ccccc2)cnc1SCC(=O)N1CCCCC1. For the highest occupied orbital energy, the calculation gives -7.8246 eV. Its energy above the lowest of the compared OMol25 structures with the same formula, charge and spin is 0.428 eV. As for the charge: 0.

XYZ file:
```
43
Properties=species:S:1:pos:R:3:mulliken_charge:R:1
C -1.3273 0.0316 -2.5784 -1.17
N -0.1065 0.1894 -1.8423 0.17
C 1.1327 -0.3631 -2.1053 0.39
C 1.4214 -1.3205 -3.1597 0.47
C 2.6238 -1.2163 -3.8601 -0.55
C 2.9373 -2.1215 -4.8550 -0.62
C 2.0582 -3.1457 -5.1686 -0.41
C 0.8693 -3.2663 -4.4698 -0.62
C 0.5515 -2.3649 -3.4706 -0.24
C 1.9783 0.1784 -1.1682 -0.97
N 1.3049 1.0219 -0.3468 -0.57
C 0.0669 1.0158 -0.7832 0.43
S -1.2503 1.9386 -0.1057 -0.25
C -0.3197 3.0404 1.0145 -0.81
C -0.8511 2.9528 2.4378 0.92
O -1.4935 3.8797 2.8987 -0.69
N -0.5736 1.8425 3.1471 0.04
C 0.1417 0.6681 2.7041 -0.95
C -0.8258 -0.5105 2.5718 -0.28
C -1.5177 -0.7614 3.9093 -0.86
C -2.2020 0.5178 4.3857 -0.53
C -1.1925 1.6640 4.4460 -0.95
H -1.1009 -0.2352 -3.6100 0.48
H -1.9574 -0.7423 -2.1330 0.32
H -1.8772 0.9738 -2.5556 0.42
H 3.3031 -0.4118 -3.6213 0.45
H 3.8696 -2.0267 -5.3921 0.38
H 2.3019 -3.8502 -5.9498 0.38
H 0.1864 -4.0712 -4.6996 0.38
H -0.3630 -2.4919 -2.9109 0.44
H 3.0223 -0.0065 -1.0168 0.54
H -0.4862 4.0592 0.6641 0.43
H 0.7288 2.7664 0.9168 0.47
H 0.6620 0.8461 1.7649 0.33
H 0.8951 0.4297 3.4655 0.33
H -0.2758 -1.3962 2.2500 0.36
H -1.5731 -0.2757 1.8108 0.22
H -2.2503 -1.5644 3.8097 0.36
H -0.7753 -1.0738 4.6480 0.33
H -2.6443 0.3704 5.3718 0.36
H -2.9994 0.7873 3.6903 0.30
H -1.6811 2.6015 4.7148 0.43
H -0.4113 1.4406 5.1810 0.33
```

=====

This record from the Open Molecules 2025 dataset describes a single C17H21N3OS2 molecule. The level of theory is ωB97M-V/def2-TZVPD.

The frontier orbital gap comes out at 8.35 eV. The multiplicity is 1. Its structure (SMILES) is CSc1ncc(CN2CCC[C@H](C(=O)c3sccc3C)C2)cn1. For the highest occupied orbital energy, the calculation gives -8.2182 eV. Its energy above the lowest of the compared OMol25 structures with the same formula, charge and spin is 0.525 eV. As for the charge: 0.

XYZ file:
```
44
Properties=species:S:1:pos:R:3:mulliken_charge:R:1
C -1.3502 -5.2124 -1.9762 -0.77
S -1.4556 -5.7191 -0.2345 -0.09
C -1.5462 -4.1537 0.5261 0.27
N -1.6397 -4.1547 1.8493 -0.57
C -1.7167 -2.9747 2.4342 -0.59
C -1.7046 -1.7780 1.7232 0.80
C -1.8319 -0.4433 2.3949 -0.96
N -1.0700 0.5825 1.7147 0.42
C -1.4237 1.9181 2.1464 -0.92
C -0.7403 2.9412 1.2463 -0.55
C 0.7717 2.7819 1.3391 -0.98
C 1.1632 1.3413 0.9772 0.37
C 0.9532 1.1213 -0.5142 0.35
O -0.0367 0.5945 -0.9782 -0.56
C 2.0178 1.6149 -1.3784 0.23
S 3.4951 2.2944 -0.7531 -0.15
C 4.0796 2.5772 -2.3352 -0.42
C 3.2009 2.1749 -3.2913 -0.79
C 2.0159 1.6195 -2.7612 0.31
C 0.9039 1.1019 -3.6012 -1.11
C 0.3551 0.3574 1.8276 -1.87
C -1.5875 -1.9060 0.3397 -0.44
N -1.5083 -3.0822 -0.2555 -0.40
H -1.2700 -6.1236 -2.5592 0.33
H -0.4743 -4.5872 -2.1109 0.25
H -2.2462 -4.6614 -2.2406 0.26
H -1.7898 -2.9932 3.5154 0.40
H -2.8868 -0.1458 2.3671 0.39
H -1.5430 -0.5416 3.4605 0.37
H -1.1321 2.0972 3.2002 0.35
H -2.5085 2.0284 2.0711 0.44
H -1.0661 2.7706 0.2197 0.23
H -1.0336 3.9495 1.5431 0.43
H 1.0985 2.9859 2.3620 0.46
H 1.2750 3.4897 0.6777 0.41
H 2.2254 1.1939 1.2003 0.65
H 5.0445 3.0259 -2.4673 0.45
H 3.3892 2.2673 -4.3463 0.41
H -0.0300 1.5958 -3.3384 0.26
H 0.7568 0.0392 -3.4139 0.28
H 1.1166 1.2590 -4.6556 0.38
H 0.6920 0.4519 2.8800 0.45
H 0.5683 -0.6623 1.4959 0.57
H -1.5307 -1.0364 -0.3004 0.65
```